DFT (ωB97M-V/def2-TZVPD) results for a molecular structure, C58H82MnN4O7.

The geometry in XYZ format:
```
152
Properties=species:S:1:pos:R:3:forces:R:3
Mn -0.0270 0.5286 0.7839 0.4 0.3 0.6
C -0.7411 3.0379 -6.4195 0.0 0.0 0.0
C 0.4033 2.1053 -5.9974 0.0 0.0 0.0
C 0.0617 0.6715 -6.4316 0.0 0.0 0.0
C 1.6650 2.5503 -6.7401 0.0 0.0 0.0
C 0.5876 2.1321 -4.4804 0.0 -0.1 0.0
C -0.5053 1.9533 -3.6451 0.0 0.0 0.0
C -0.3932 1.8710 -2.2647 0.0 0.0 0.0
C -1.6902 1.5423 -1.5378 0.1 0.0 0.0
N -1.7496 1.8061 -0.0824 -0.1 -0.1 -0.1
C -1.5820 3.2346 0.1562 0.1 0.0 0.0
C -1.5469 3.5356 1.6369 0.0 0.0 0.0
N -0.5093 2.7777 2.3111 0.0 0.0 0.0
C -0.9186 2.2779 3.6068 0.0 0.0 0.0
C -1.2717 0.7756 3.6346 -0.1 0.0 0.0
N -1.6609 0.1251 2.3700 -0.2 -0.2 0.0
C -2.9751 0.5520 1.8459 0.1 0.1 -0.1
C -3.0184 1.3111 0.4787 0.0 0.0 0.0
C -1.6860 -1.3382 2.6748 0.0 0.0 -0.1
C -1.8181 -2.2970 1.5246 0.0 -0.1 0.1
C -2.8356 -3.2497 1.5417 0.0 0.1 0.1
C -2.8998 -4.2708 0.6114 0.0 0.0 -0.1
C -1.9129 -4.2772 -0.3851 -0.1 0.0 0.1
C -0.8890 -3.3523 -0.4605 0.0 0.1 0.0
C -0.8150 -2.3373 0.5381 0.1 0.0 -0.1
O 0.1755 -1.4830 0.5585 -0.1 0.2 0.0
C 0.1472 -3.3768 -1.5862 0.0 0.0 0.0
C -0.1215 -4.5081 -2.5829 0.0 0.0 0.0
C 1.5541 -3.5944 -1.0044 0.0 0.0 0.0
C 0.1099 -2.0562 -2.3749 0.0 0.0 0.0
C -3.9353 -5.3982 0.6528 0.0 0.0 0.0
C -3.2179 -6.7405 0.8612 0.0 0.0 0.0
C -4.9379 -5.2135 1.7917 0.0 0.0 0.0
C -4.7237 -5.4632 -0.6618 0.0 0.0 0.0
C 0.7577 3.5023 2.2530 0.0 0.0 0.0
C 2.0040 2.8498 2.8084 0.0 0.0 0.0
C 3.0135 3.7097 3.2314 0.0 0.0 0.0
C 4.2495 3.2557 3.6602 0.0 0.0 0.0
C 4.4328 1.8691 3.6863 0.0 0.0 0.0
C 3.4644 0.9613 3.2938 0.0 0.0 0.0
C 2.2099 1.4487 2.8022 -0.1 0.1 0.0
O 1.2909 0.6309 2.4062 0.1 -0.2 -0.1
C 3.7047 -0.5504 3.3596 0.0 0.0 0.0
C 2.6570 -1.2069 4.2733 0.0 0.0 0.0
C 3.6154 -1.1793 1.9596 0.0 0.0 0.0
C 5.0853 -0.8898 3.9289 0.0 0.0 0.0
C 5.3898 4.1802 4.0836 0.0 0.0 0.0
C 5.7725 3.9105 5.5462 0.0 0.0 0.0
C 5.0129 5.6566 3.9580 0.0 0.0 0.0
C 6.6166 3.9302 3.1933 0.0 0.0 0.0
C 0.8825 1.9570 -1.6538 -0.1 0.0 0.0
O 1.0245 1.8673 -0.3532 0.1 -0.2 -0.2
C 2.0138 2.1594 -2.4921 0.0 0.0 0.0
C 1.8356 2.2355 -3.8686 0.0 0.0 0.0
C 3.4079 2.2449 -1.8611 0.0 0.0 0.0
C 3.7382 0.9295 -1.1393 0.0 0.0 0.0
C 4.5019 2.4815 -2.9067 0.0 0.0 0.0
C 3.4789 3.4057 -0.8550 0.0 0.0 0.0
H -0.8218 3.0706 -7.5106 0.0 0.0 0.0
H -0.5649 4.0517 -6.0526 0.0 0.0 0.0
H -1.6994 2.6990 -6.0255 0.0 0.0 0.0
H -0.1140 0.6213 -7.5122 0.0 0.0 0.0
H -0.8297 0.3101 -5.9166 0.0 0.0 0.0
H 0.8816 -0.0047 -6.1803 0.0 0.0 0.0
H 1.4677 2.5811 -7.8154 0.0 0.0 0.0
H 2.4932 1.8586 -6.5741 0.0 0.0 0.0
H 1.9835 3.5455 -6.4205 0.0 0.0 0.0
H -1.4980 1.8288 -4.0696 0.0 0.0 0.0
H -1.9243 0.4840 -1.6807 0.0 0.0 0.0
H -2.4952 2.1140 -2.0292 0.0 -0.1 0.0
H -2.4131 3.7895 -0.3134 0.0 0.0 0.0
H -0.6560 3.5534 -0.3205 0.0 0.0 0.0
H -2.5134 3.2831 2.0782 0.0 0.0 0.0
H -1.4093 4.6215 1.7848 0.0 0.0 0.0
H -1.7657 2.8660 3.9863 0.0 0.0 0.0
H -0.1029 2.4193 4.3205 0.0 0.0 0.0
H -2.0695 0.6148 4.3803 0.0 0.0 0.0
H -0.3869 0.2465 3.9738 0.0 0.0 0.0
H -3.5024 1.1228 2.6208 0.0 0.1 0.0
H -3.5530 -0.3576 1.6680 -0.1 0.0 0.1
H -3.7266 2.1469 0.5692 0.0 0.0 0.0
H -3.4267 0.6055 -0.2394 0.0 0.0 0.0
H -2.5147 -1.5265 3.3763 0.0 0.0 0.1
H -0.7555 -1.5466 3.2077 0.1 0.0 -0.1
H -3.5722 -3.1839 2.3374 0.0 0.0 0.0
H -1.9640 -5.0544 -1.1374 0.0 0.0 0.0
H -0.1013 -5.4912 -2.1032 0.0 0.0 0.0
H 0.6548 -4.4953 -3.3523 0.0 0.0 0.0
H -1.0871 -4.3803 -3.0789 0.0 0.0 0.0
H 1.5906 -4.5271 -0.4322 0.0 0.0 0.0
H 1.8260 -2.7721 -0.3456 0.0 0.0 0.0
H 2.2878 -3.6606 -1.8151 0.0 0.0 0.0
H -0.8938 -1.8485 -2.7548 0.0 0.0 0.0
H 0.7984 -2.1169 -3.2253 0.0 0.0 0.0
H 0.4172 -1.2191 -1.7501 0.0 0.0 0.0
H -2.6307 -6.7214 1.7823 0.0 0.0 0.0
H -2.5358 -6.9519 0.0358 0.0 0.0 0.0
H -3.9422 -7.5599 0.9239 0.0 0.0 0.0
H -4.4385 -5.1732 2.7623 0.0 0.0 0.0
H -5.6404 -6.0514 1.8050 0.0 0.0 0.0
H -5.5129 -4.2931 1.6628 0.0 0.0 0.0
H -4.0636 -5.6353 -1.5135 0.0 0.0 0.0
H -5.2486 -4.5256 -0.8352 0.0 0.0 0.0
H -5.4587 -6.2750 -0.6306 0.0 0.0 0.0
H 0.6436 4.4827 2.7566 0.0 0.0 0.0
H 0.9302 3.7078 1.1925 0.0 0.0 0.0
H 2.8040 4.7745 3.2004 0.0 0.0 0.0
H 5.3853 1.4908 4.0371 0.0 0.0 0.0
H 1.6598 -1.0620 3.8629 0.0 0.0 0.0
H 2.6992 -0.7730 5.2772 0.0 0.0 0.0
H 2.8520 -2.2812 4.3538 0.0 0.0 0.0
H 2.6382 -1.0046 1.5135 0.0 0.0 0.0
H 3.7683 -2.2617 2.0289 0.0 0.0 0.0
H 4.3873 -0.7659 1.3055 0.0 0.0 0.0
H 5.2128 -0.5062 4.9453 0.0 0.0 0.0
H 5.8895 -0.4921 3.3044 0.0 0.0 0.0
H 5.1970 -1.9766 3.9624 0.0 0.0 0.0
H 4.9179 4.0925 6.2015 0.0 0.0 0.0
H 6.5970 4.5607 5.8587 0.0 0.0 0.0
H 6.0838 2.8741 5.6863 0.0 0.0 0.0
H 4.1757 5.9107 4.6118 0.0 0.0 0.0
H 4.7339 5.9084 2.9330 0.0 0.0 0.0
H 5.8656 6.2803 4.2411 0.0 0.0 0.0
H 6.9709 2.9027 3.2890 0.0 0.0 0.0
H 7.4379 4.6016 3.4663 0.0 0.0 0.0
H 6.3631 4.0968 2.1445 0.0 0.0 0.0
H 2.7069 2.3713 -4.4922 0.0 0.0 0.0
H 3.7751 0.1007 -1.8519 0.0 0.0 0.0
H 2.9909 0.7058 -0.3813 0.0 0.0 0.0
H 4.7141 1.0073 -0.6474 0.0 0.0 0.0
H 4.5576 1.6623 -3.6280 0.0 0.0 0.0
H 5.4680 2.5459 -2.3993 0.0 0.0 0.0
H 4.3464 3.4151 -3.4546 0.0 0.0 0.0
H 2.8087 3.2282 -0.0168 0.0 0.0 0.0
H 3.2033 4.3474 -1.3399 0.0 0.0 0.0
H 4.4988 3.5047 -0.4679 0.0 0.0 0.0
O -3.3063 -1.2542 -3.4267 0.1 -0.1 0.0
C -3.7131 -1.4685 -2.2699 0.0 0.0 0.0
O -3.2029 -1.1688 -1.1702 -0.1 -0.1 -0.1
C -5.0766 -2.1697 -2.1668 -0.1 0.1 0.0
C -5.5494 -2.9704 -3.2004 0.0 0.1 0.0
C -6.7974 -3.5626 -3.1228 0.0 -0.1 0.0
C -7.5820 -3.3219 -2.0033 0.3 0.1 0.0
C -7.1357 -2.5242 -0.9576 -0.1 0.0 0.1
C -5.8750 -1.9651 -1.0431 0.1 0.0 0.0
N -8.9037 -3.9266 -1.9198 -0.2 -0.1 0.0
O -9.5764 -3.7188 -0.9223 0.0 0.0 0.0
O -9.2889 -4.6142 -2.8531 0.0 0.0 0.0
H -4.9167 -3.0999 -4.0686 0.0 0.0 0.0
H -7.1775 -4.1979 -3.9094 0.0 0.0 0.0
H -7.7723 -2.3701 -0.0984 0.0 0.0 0.0
H -5.4597 -1.3699 -0.2400 0.0 0.0 0.0
```
Forces are in eV/Å.

Output
HOMO-LUMO gap (spin up / spin down) = 0.20164 / 0.21273 Ha
total charge = -2
spin multiplicity = 6